Entry from the OMol25 dataset: a 2-piece molecular cluster, C27H28N2O9 overall (the ωB97M-V functional and the def2-TZVPD basis).

Last column: natural (NBO) charge in e.
Positions of all 66 atoms, in Å:
O  2.7530  7.6019  0.9320  -0.628
O  -0.2670  -3.4672  0.5664  -0.594
O  4.0505  3.3165  -0.5676  -0.639
O  1.5638  -2.1004  2.6633  -0.667
O  -5.6158  -0.5332  2.4320  -0.651
O  -3.1000  -3.9535  -7.5785  -0.661
O  -1.4958  -1.8250  -6.9105  -0.702
O  -1.3661  -2.5976  2.8676  -0.674
O  -3.5751  -2.3557  -1.4479  -0.486
C  2.7970  6.5559  1.5584  0.674
C  -1.3403  -3.2472  0.0197  0.578
C  3.9094  3.1113  0.6318  0.670
C  2.1167  0.1180  3.3880  -0.276
C  0.9455  -0.2491  1.2759  -0.212
C  -3.5575  -4.3801  -5.2660  -0.243
C  -3.4803  -1.5743  2.6412  -0.392
C  -4.5712  -1.4564  0.5056  -0.364
C  -3.3777  -4.0457  -3.9191  -0.198
C  -1.9211  -2.2268  -4.5732  -0.272
C  2.0956  1.5065  3.1557  -0.231
C  0.9386  1.1368  1.0387  -0.193
C  1.5421  -0.7611  2.4451  0.291
C  -4.5641  -1.1834  1.8653  0.376
C  -2.9242  -3.6375  -6.2616  0.233
C  -2.1057  -2.5547  -5.9195  0.289
C  -2.4036  -2.2359  2.0614  0.410
C  -3.5037  -2.1169  -0.0961  0.392
C  -2.4105  -2.5188  0.6878  -0.335
C  -2.5518  -2.9668  -3.5595  -0.067
C  1.5227  2.0140  1.9717  -0.050
N  4.5196  2.0891  1.2473  -0.601
N  2.9663  5.3959  0.9265  -0.612
C  2.6687  6.5881  3.0690  -0.715
C  5.3879  1.1145  0.5859  -0.417
C  -1.5383  -3.6967  -1.4111  -0.521
C  -2.3246  -2.5971  -2.1126  0.106
C  1.5978  3.4956  1.6602  -0.421
C  3.0286  4.0425  1.4951  -0.115
H  1.9944  -2.3281  3.4877  0.485
H  -5.4476  -0.4152  3.3787  0.485
H  -2.5784  -3.3195  -8.1032  0.494
H  -1.0012  -1.0806  -6.5316  0.494
H  -0.6163  -2.8879  2.3022  0.525
H  2.5585  -0.2751  4.2907  0.208
H  0.5194  -0.9307  0.5572  0.221
H  -4.1944  -5.2121  -5.5496  0.231
H  -3.4524  -1.3750  3.7059  0.220
H  -5.4206  -1.1494  -0.0941  0.238
H  -3.8873  -4.6226  -3.1523  0.220
H  -1.2854  -1.3881  -4.3118  0.204
H  2.5226  2.1807  3.8851  0.211
H  0.5055  1.5229  0.1260  0.218
H  4.3080  1.9384  2.2201  0.400
H  3.0934  5.4630  -0.0745  0.432
H  3.5551  6.1490  3.5196  0.218
H  2.5839  7.6263  3.3871  0.249
H  1.7759  6.0484  3.3734  0.219
H  4.8027  0.2431  0.2855  0.202
H  6.1820  0.7987  1.2639  0.204
H  5.8423  1.5554  -0.3047  0.234
H  -0.5721  -3.8489  -1.9001  0.248
H  -2.0885  -4.6407  -1.4249  0.239
H  -1.7398  -1.6699  -2.0752  0.180
H  1.0898  4.0401  2.4558  0.217
H  1.0492  3.6845  0.7359  0.225
H  3.4923  4.0877  2.4790  0.202

The calculation puts the energy at -49862.427 eV. The lowest unoccupied orbital energy comes out at 0.3 eV. Its largest force on an atom is 2.16 eV Å⁻¹. Its total charge is 0. Its SMILES is O=C1C[C@@H](c2ccc(O)c(O)c2)Oc2cc(O)cc(O)c21.CNC(=O)[C@H](Cc1ccc(O)cc1)NC(C)=O. Its highest occupied orbital energy is -8.57 eV.



Entry from the OMol25 dataset: one molecule with the formula C3H6N2O3 (the ωB97M-V functional and the def2-TZVPD basis).

Last column: natural (NBO) charge in e.
Positions of all 14 atoms, in Å:
C  1.7536  0.1918  -0.7350  -0.426
N  0.8742  -0.5159  0.1580  -0.135
C  -0.2627  -0.2388  0.7084  0.579
C  -1.1940  0.6202  -0.4745  0.605
N  -2.4769  0.4619  -0.1298  -0.812
O  1.7506  -1.2840  1.2227  -0.583
O  -0.8349  -0.7609  1.6409  -0.630
O  -0.7626  1.3761  -1.3070  -0.609
H  1.0977  -1.8693  1.6542  0.485
H  -3.1949  1.0346  -0.5465  0.405
H  -2.6904  -0.0825  0.6927  0.424
H  1.2877  0.2995  -1.7147  0.250
H  2.6556  -0.4057  -0.8412  0.235
H  1.9969  1.1731  -0.3283  0.210

The calculation puts the energy at -12329.137 eV. The lowest unoccupied orbital energy comes out at 0.6 eV. Its largest force on an atom is 5.58 eV Å⁻¹. Its total charge is 0. The energy above the lowest of the compared OMol25 structures with the same formula, charge and spin is 71.3 kcal per mole. Its SMILES is CN(O)C(=O)C(N)=O. Its highest occupied orbital energy is -9.53 eV.